# C4H12

2 unconnected molecules or ions with the total composition C4H12 in a non-equilibrium geometry (the ωB97M-V functional and the def2-TZVPD basis, the Open Molecules 2025 dataset).

```
16
Properties=species:S:1:pos:R:3:lowdin_charge:R:1
C 1.058 -0.318 -2.218 -0.17
C -0.210 0.380 -1.726 -0.17
H 1.116 -1.338 -1.838 0.06
H 1.127 -0.272 -3.304 0.06
H 1.953 0.166 -1.815 0.06
H -0.606 1.093 -2.437 0.06
H -0.002 0.888 -0.778 0.04
H -0.923 -0.390 -1.420 0.06
C -0.583 -0.782 1.878 -0.16
C -0.262 0.705 1.976 -0.18
H -0.219 -1.279 2.778 0.06
H -1.660 -0.902 1.779 0.06
H -0.157 -1.289 1.018 0.05
H -0.253 1.005 3.025 0.06
H -1.054 1.329 1.566 0.06
H 0.675 1.003 1.514 0.06
```

For the HOMO energy, the calculation gives -11.51 eV. The net charge is 0. The value obtained for the max |F| is 1.30 eV Å⁻¹. The energy above the lowest of the compared OMol25 structures with the same formula, charge and spin is 25.1 kJ/mol. The SMILES is CC.CC.